C44H122N20O6P6 | ωB97M-V/def2-TZVPD

Output
molecular weight	1213.4	Da
maximum force	3.76	eV/A
SMILES	CN(C)P(=O)(N(C)C)N(C)C.CN(C)P(=O)(N(C)C)N(C)C.CN(C)P(=O)(N(C)C)N(C)C.CN(C)P(=O)(N(C)C)N(C)C.CN(C)P(=O)(N(C)C)N(C)C.CN(C)P(=O)(N(C)C)N(C)C.CCCC#N.CCCC#N
frontier orbital gap	8.4	eV
HOMO energy	-8.0	eV

The geometry in ORCA input format:
```
! wB97M-V def2-TZVPD RIJCOSX def2/J DEFGRID3
* xyz 0 1
C 4.286 -4.562 -2.583
C 3.992 -3.147 -2.061
C 4.930 -2.730 -0.949
C 6.366 -3.008 -1.136
N 7.486 -3.273 -1.238
H 3.659 -4.821 -3.436
H 3.936 -5.291 -1.853
H 5.330 -4.770 -2.818
H 2.932 -3.040 -1.829
H 4.310 -2.552 -2.917
H 4.699 -3.327 -0.067
H 4.854 -1.682 -0.662
C -1.071 -1.259 0.425
C 0.333 -1.462 -0.257
C 1.390 -0.386 -0.038
C 0.902 0.944 0.346
N 0.502 1.943 0.713
H -1.769 -2.078 0.254
H -1.563 -0.359 0.054
H -0.974 -1.123 1.502
H 0.097 -1.461 -1.322
H 0.784 -2.442 -0.104
H 1.994 -0.270 -0.938
H 2.096 -0.794 0.685
O -5.512 3.266 0.466
P -5.648 1.908 1.144
N -6.018 0.745 -0.042
C -5.089 0.661 -1.215
C -7.293 0.056 -0.157
N -6.796 1.744 2.364
C -7.779 2.798 2.525
C -6.934 0.568 3.186
N -4.216 1.265 1.799
C -3.903 -0.190 1.810
C -3.162 2.132 2.337
H -5.676 0.769 -2.127
H -4.590 -0.307 -1.254
H -4.268 1.376 -1.168
H -7.329 -0.555 -1.059
H -8.066 0.812 -0.298
H -7.621 -0.560 0.680
H -8.584 2.496 3.195
H -7.410 3.747 2.913
H -8.119 3.029 1.515
H -5.983 0.188 3.559
H -7.495 0.777 4.097
H -7.398 -0.251 2.635
H -4.766 -0.746 2.176
H -3.705 -0.561 0.804
H -3.011 -0.455 2.378
H -2.580 1.611 3.097
H -3.662 2.964 2.833
H -2.478 2.432 1.543
O 7.120 2.792 1.651
P 5.693 2.987 2.076
N 5.235 1.963 3.362
C 3.739 1.775 3.733
C 6.165 1.648 4.417
N 4.661 2.502 0.855
C 4.708 1.124 0.354
C 4.483 3.512 -0.174
N 5.292 4.535 2.634
C 3.944 4.933 2.961
C 6.360 5.269 3.277
H 3.022 2.324 3.123
H 3.543 1.945 4.791
H 3.438 0.745 3.539
H 6.842 2.452 4.704
H 6.800 0.845 4.044
H 5.702 1.369 5.364
H 5.723 0.843 0.074
H 4.360 0.494 1.172
H 4.009 1.009 -0.475
H 5.354 3.552 -0.828
H 3.733 3.112 -0.857
H 4.219 4.509 0.180
H 3.200 4.520 2.281
H 3.621 4.596 3.946
H 3.827 6.015 2.906
H 6.064 6.319 3.291
H 7.312 4.928 2.872
H 6.443 4.921 4.307
O -1.468 -1.544 -3.241
P -0.936 -0.685 -4.347
N -1.826 0.705 -4.852
C -2.839 1.283 -3.925
C -1.661 1.476 -6.079
N -0.890 -1.556 -5.863
C -0.099 -1.216 -7.056
C -2.035 -2.474 -6.077
N 0.630 -0.099 -4.154
C 0.815 1.097 -3.339
C 1.750 -1.006 -4.017
H -2.363 1.775 -3.076
H -3.425 0.448 -3.542
H -3.592 1.871 -4.449
H -1.997 2.510 -5.997
H -2.174 0.960 -6.891
H -0.609 1.388 -6.351
H -0.483 -0.322 -7.548
H 0.898 -0.912 -6.738
H -0.012 -2.025 -7.781
H -2.384 -2.913 -5.142
H -2.949 -1.965 -6.382
H -1.764 -3.266 -6.775
H 1.822 1.511 -3.401
H 0.202 1.866 -3.808
H 0.490 0.983 -2.305
H 1.785 -1.737 -4.825
H 1.613 -1.570 -3.094
H 2.671 -0.424 -4.053
O 0.725 -6.796 -0.535
P 0.022 -7.074 -1.827
N 0.600 -8.547 -2.558
C 2.050 -8.517 -2.820
C 0.174 -9.846 -2.073
N 0.091 -5.908 -3.065
C -0.487 -6.056 -4.419
C 0.322 -4.520 -2.712
N -1.670 -7.186 -1.580
C -2.636 -7.725 -2.575
C -2.192 -6.622 -0.399
H 2.357 -7.492 -3.030
H 2.364 -9.238 -3.575
H 2.650 -8.678 -1.924
H 0.535 -10.004 -1.057
H 0.615 -10.563 -2.764
H -0.905 -10.002 -2.037
H 0.033 -5.362 -5.079
H -0.306 -7.093 -4.703
H -1.549 -5.811 -4.449
H 0.737 -3.929 -3.528
H -0.594 -3.991 -2.447
H 1.012 -4.392 -1.878
H -3.269 -8.474 -2.098
H -3.246 -6.965 -3.062
H -2.124 -8.135 -3.446
H -2.001 -7.319 0.416
H -3.281 -6.594 -0.440
H -1.726 -5.699 -0.052
O -1.257 6.708 -3.005
P -1.594 6.862 -1.505
N -2.134 5.417 -0.827
C -1.866 4.227 -1.544
C -2.674 5.173 0.504
N -2.860 7.986 -1.024
C -3.223 8.450 0.369
C -3.609 8.709 -2.116
N -0.309 7.350 -0.562
C 0.255 8.686 -0.655
C 0.648 6.377 0.018
H -1.492 4.463 -2.540
H -2.770 3.620 -1.479
H -1.026 3.744 -1.044
H -2.042 4.489 1.071
H -3.677 4.750 0.446
H -2.712 6.038 1.166
H -2.413 8.426 1.097
H -3.489 9.507 0.380
H -3.977 7.850 0.879
H -3.988 7.927 -2.774
H -4.374 9.381 -1.725
H -2.853 9.239 -2.694
H 1.147 8.583 -1.273
H -0.443 9.428 -1.043
H 0.610 9.065 0.304
H 0.098 5.529 0.426
H 1.111 6.811 0.905
H 1.379 6.136 -0.754
O 2.591 -1.805 2.941
P 1.972 -1.789 4.321
N 0.715 -3.056 4.468
C 0.353 -3.810 3.213
C -0.068 -3.321 5.763
N 1.151 -0.269 4.591
C 0.643 0.072 5.940
C 0.455 0.265 3.403
N 3.004 -2.081 5.670
C 4.017 -1.119 6.085
C 3.307 -3.404 6.145
H 1.281 -4.265 2.866
H -0.008 -3.102 2.466
H -0.400 -4.595 3.274
H -1.024 -2.813 5.634
H 0.420 -3.038 6.696
H -0.310 -4.382 5.820
H -0.302 -0.460 6.050
H 1.251 -0.327 6.752
H 0.302 1.103 6.036
H -0.549 -0.157 3.381
H 0.275 1.338 3.462
H 0.989 -0.027 2.498
H 3.586 -0.132 6.256
H 4.522 -1.482 6.980
H 4.690 -0.965 5.242
H 3.563 -3.460 7.203
H 4.191 -3.769 5.623
H 2.424 -4.016 5.960
*
```